1.
{"formula": "H52O26", "method": "the ωB97M-V functional and the def2-TZVPD basis", "species": ["O", "H", "H", "O", "H", "H", "O", "H", "H", "O", "H", "H", "O", "H", "H", "O", "H", "H", "O", "H", "H", "O", "H", "H", "O", "H", "H", "O", "H", "H", "O", "H", "H", "O", "H", "H", "O", "H", "H", "O", "H", "H", "O", "H", "H", "O", "H", "H", "O", "H", "H", "O", "H", "H", "O", "H", "H", "O", "H", "H", "O", "H", "H", "O", "H", "H", "O", "H", "H", "O", "H", "H", "O", "H", "H", "O", "H", "H"], "coordinates": [[-1.06358, -3.26828, -0.04804], [-1.54476, -4.06370, 0.17996], [-0.94291, -2.81353, 0.78556], [4.03906, -4.28900, -0.02296], [4.80111, -3.91908, -0.46866], [3.62478, -3.54010, 0.40570], [0.62325, 0.40981, 4.88616], [-0.00198, 0.58692, 5.58898], [0.17936, 0.70320, 4.09048], [5.21036, -0.99864, 1.61731], [4.34456, -0.97458, 1.20982], [5.05538, -1.36293, 2.48882], [-2.24829, -1.54282, 2.42079], [-3.13532, -1.64063, 2.07458], [-2.37307, -1.35658, 3.35137], [-0.59007, -0.76597, -5.05066], [-1.47357, -0.39795, -5.03580], [-0.69529, -1.62636, -5.45674], [-3.13827, 2.30121, 3.79640], [-3.18935, 3.25543, 3.74068], [-3.46185, 2.09435, 4.67318], [1.18768, 5.30027, -2.37241], [0.64746, 6.00846, -2.02190], [0.91867, 4.52601, -1.87806], [-1.60914, 2.02079, -0.27795], [-2.28081, 1.79823, 0.36668], [-1.45657, 2.95732, -0.15198], [0.40715, -2.70580, 5.21786], [0.13406, -1.85618, 4.87175], [1.32639, -2.78459, 4.96287], [2.12082, -0.16991, -4.98037], [1.20397, -0.40389, -4.83595], [2.11561, 0.78409, -5.05848], [-1.04968, 1.03671, 2.83698], [-1.25193, 0.10905, 2.95844], [-1.73162, 1.49706, 3.32617], [-4.30066, 2.88101, 1.34886], [-4.07106, 2.63137, 2.24396], [-4.79398, 2.13381, 1.01037], [-3.25770, -1.54165, -4.03588], [-4.14983, -1.47145, -3.69619], [-2.69828, -1.36732, -3.27897], [3.48363, 0.17968, -2.42485], [3.72767, 1.10213, -2.34909], [3.20122, 0.08004, -3.33401], [3.07936, -0.96010, 0.01273], [3.34795, -0.53259, -0.80048], [2.18510, -0.65281, 0.16139], [0.77862, 3.10055, -0.68926], [0.43180, 2.25815, -0.98304], [0.81478, 3.02581, 0.26434], [-0.88493, -5.66543, -1.58239], [-0.44598, -4.96923, -1.09365], [-1.74444, -5.74403, -1.16851], [5.28916, -2.12710, -3.13184], [4.91791, -2.24614, -4.00604], [4.66245, -1.56215, -2.67985], [0.28098, -5.13398, 3.25259], [0.29500, -4.96413, 4.19450], [0.34706, -4.26740, 2.85147], [-1.27049, 5.16435, 1.30270], [-0.67136, 5.44175, 1.99576], [-1.82261, 4.49970, 1.71456], [-0.08972, 0.78974, -2.51823], [-0.54133, 1.60587, -2.73325], [-0.39727, 0.16505, -3.17503], [0.95831, 2.93696, 2.29343], [0.35770, 2.19164, 2.29028], [0.55583, 3.56697, 2.89120], [-2.17634, -0.99562, -1.55546], [-1.70456, -1.75102, -1.20471], [-1.61786, -0.24642, -1.34803], [0.41342, -0.41864, 0.13585], [0.29972, -0.25318, -0.80007], [-0.12357, 0.24788, 0.56436], [-2.18418, 2.76411, -2.96789], [-2.05085, 2.46709, -2.06776], [-3.13230, 2.72834, -3.09445]], "total_charge": 0, "energy_ev": -54080.6713, "molar_mass_da": 468.39, "homo_energy_ev": -9.940, "spin_multiplicity": 1, "de_lowest_kcal_mol": 84.1}

---

2.
{"formula": "C27H34F6N5O7PdS2", "method": "the ωB97M-V functional and the def2-TZVPD basis", "species": ["Pd", "C", "C", "C", "C", "C", "C", "C", "N", "C", "C", "C", "C", "C", "C", "C", "N", "C", "C", "C", "C", "H", "H", "H", "H", "H", "H", "H", "H", "H", "H", "H", "H", "H", "H", "H", "H", "H", "H", "H", "H", "H", "H", "H", "H", "O", "H", "H", "F", "C", "F", "F", "S", "O", "O", "N", "S", "O", "O", "C", "F", "F", "F", "O", "C", "N", "C", "O", "C", "C", "C", "C", "N", "C", "H", "H", "H", "H", "H", "H", "H", "H"], "coordinates": [[-0.71572, 0.01991, 0.68617], [6.19862, 0.57988, 1.34695], [5.48669, -0.49399, 0.51097], [6.06335, -0.48970, -0.90478], [5.71743, -1.87978, 1.13364], [3.99303, -0.20674, 0.51222], [3.26876, 0.03517, -0.64790], [1.90254, 0.23023, -0.57794], [1.24825, 0.18638, 0.57532], [1.91890, -0.01303, 1.72944], [3.28172, -0.20151, 1.71706], [1.06197, -0.04070, 2.93079], [1.52583, -0.11297, 4.22980], [0.63106, -0.12108, 5.29656], [-0.72706, -0.05262, 4.98399], [-1.13707, 0.01055, 3.66975], [-0.25506, 0.01650, 2.67011], [1.08026, -0.19525, 6.74941], [0.45266, -1.43912, 7.39608], [2.60088, -0.28701, 6.87820], [0.59588, 1.06857, 7.47620], [7.27094, 0.38277, 1.35425], [5.85559, 0.58625, 2.38257], [6.03809, 1.57409, 0.92689], [7.12894, -0.71298, -0.85590], [5.95347, 0.48560, -1.38258], [5.59342, -1.24824, -1.53419], [6.78363, -2.10765, 1.12496], [5.19906, -2.65606, 0.56779], [5.37804, -1.92544, 2.16945], [3.74057, 0.04510, -1.61817], [1.30219, 0.40174, -1.46068], [3.79850, -0.38167, 2.64881], [2.58834, -0.15833, 4.41197], [-1.47798, -0.04781, 5.76082], [-2.18032, 0.05552, 3.38926], [0.76562, -2.34937, 6.88170], [-0.63668, -1.39848, 7.38827], [0.77438, -1.50845, 8.43549], [2.99572, -1.18102, 6.39101], [2.86712, -0.34478, 7.93308], [3.09759, 0.59295, 6.46452], [-0.49001, 1.16218, 7.45118], [1.02693, 1.96660, 7.03070], [0.90252, 1.02640, 8.52165], [0.57158, 2.90194, -0.80678], [0.52304, 3.81192, -0.49447], [0.12690, 2.92058, -1.66188], [-2.55542, 2.75404, 0.04062], [-2.84715, 2.67016, -1.25693], [-1.96050, 3.38665, -1.94977], [-4.05601, 3.15033, -1.46952], [-2.77384, 0.91084, -1.81834], [-1.46906, 0.39612, -1.38245], [-2.98804, 0.95119, -3.22045], [-3.99394, 0.27947, -1.05751], [-3.99166, -0.42600, 0.32615], [-5.13453, -0.14594, 1.11755], [-2.70943, -0.32230, 1.05880], [-4.08550, -2.20410, -0.12428], [-5.21202, -2.45360, -0.76233], [-4.02970, -2.93740, 0.98664], [-3.05362, -2.51892, -0.90593], [4.28530, -2.48223, -3.14284], [3.74714, -3.79153, -3.31169], [2.53474, -3.85635, -2.55466], [2.47068, -4.45990, -1.33484], [3.33884, -5.17884, -0.88682], [1.26046, -4.13073, -0.51127], [0.76062, -5.06156, 0.39101], [-0.26353, -4.68256, 1.23947], [-0.71680, -3.37127, 1.18968], [-0.23713, -2.46969, 0.33560], [0.71422, -2.86053, -0.50976], [5.01827, -2.37136, -3.75831], [4.41805, -4.55509, -2.92006], [3.53486, -3.98483, -4.36479], [1.75645, -3.30243, -2.87048], [1.19422, -6.05229, 0.42760], [-0.68856, -5.37764, 1.94964], [-1.49003, -3.02625, 1.86735], [1.10116, -2.10082, -1.18087]], "total_charge": 1, "energy_ev": -91784.5029, "molar_mass_da": 825.14, "homo_energy_ev": [-11.957, -11.957], "spin_multiplicity": 1, "de_lowest_kcal_mol": 11.5}

---

3.
{"formula": "C23H40Br30NO2P", "method": "the ωB97M-V functional and the def2-TZVPD basis", "species": ["C", "C", "C", "C", "C", "C", "C", "C", "P", "O", "C", "C", "N", "C", "C", "C", "O", "H", "H", "H", "H", "H", "H", "H", "H", "H", "H", "H", "H", "H", "H", "H", "H", "H", "H", "H", "H", "H", "H", "H", "H", "H", "H", "H", "H", "H", "H", "C", "Br", "Br", "Br", "H", "C", "Br", "Br", "Br", "H", "C", "Br", "Br", "Br", "H", "C", "Br", "Br", "Br", "H", "C", "Br", "Br", "Br", "H", "C", "Br", "Br", "Br", "H", "C", "Br", "Br", "Br", "H", "C", "Br", "Br", "Br", "H", "C", "Br", "Br", "Br", "H", "C", "Br", "Br", "Br", "H"], "coordinates": [[-2.82887, 0.35809, 0.97945], [-3.97905, -0.23151, 0.06559], [-4.62058, -1.55333, 0.56501], [-3.88949, -2.82947, 0.07659], [-2.37258, -2.72320, 0.29376], [-1.52585, -3.89749, -0.29047], [-0.17861, -3.42753, -0.88238], [0.59049, -2.46477, 0.05005], [2.02390, -1.62044, -0.77768], [1.38179, -0.46049, -1.85118], [0.61525, 0.60894, -1.22115], [1.44471, 1.84797, -0.83938], [2.43402, 1.61426, 0.21326], [1.92246, 1.93391, 1.55524], [1.18908, 0.77935, 2.25251], [2.12546, -0.13728, 3.10555], [0.20256, 1.40331, 3.11541], [-2.62573, -0.31873, 1.84232], [-1.90424, 0.46291, 0.38672], [-3.07744, 1.33802, 1.39797], [-4.72538, 0.57388, -0.02467], [-3.56424, -0.43877, -0.93719], [-5.65616, -1.60945, 0.18602], [-4.60581, -1.54428, 1.65826], [-4.09633, -3.06235, -0.98146], [-4.28930, -3.68191, 0.65305], [-2.14456, -2.67249, 1.37744], [-1.94829, -1.80203, -0.13904], [-2.13266, -4.34368, -1.10036], [-1.41544, -4.69243, 0.46281], [0.43098, -4.33570, -1.03441], [-0.30106, -2.94821, -1.86720], [-0.04829, -1.73901, 0.57976], [1.06325, -3.08279, 0.84125], [2.69572, -0.99859, 0.31209], [-0.10025, 0.95653, -1.99044], [-0.01486, 0.24037, -0.39786], [0.77652, 2.69076, -0.56147], [1.95927, 2.16524, -1.76027], [3.18537, 2.27405, 0.02386], [1.31230, 2.86033, 1.50841], [2.80237, 2.20214, 2.17049], [0.62348, 0.12081, 1.57636], [1.79111, -0.06317, 4.15254], [3.18150, 0.13257, 2.98715], [1.92997, -1.18526, 2.81969], [-0.45357, 0.71101, 3.27104], [-0.15958, -6.64363, 2.78836], [-1.80735, -7.17088, 1.93943], [1.19878, -6.21053, 1.48966], [-0.43454, -5.20461, 4.04321], [0.19668, -7.49564, 3.35158], [-3.42660, 5.03306, 0.36511], [-5.12641, 4.47040, -0.34656], [-3.51765, 5.34391, 2.26813], [-2.01497, 3.80106, -0.08495], [-3.18229, 5.97898, -0.09931], [-4.60051, 7.92535, 4.93923], [-6.38916, 8.62920, 5.08183], [-3.26918, 9.29368, 5.20452], [-4.32761, 6.42513, 6.12149], [-4.48302, 7.55968, 3.92774], [4.85419, 0.06137, -3.75420], [4.98774, -1.28183, -5.13604], [5.03665, 1.85142, -4.46821], [3.18971, -0.12434, -2.70255], [5.69282, -0.09227, -3.08399], [-4.67860, 0.41136, 4.54844], [-3.48295, -0.97459, 3.92679], [-4.87345, 0.37598, 6.46607], [-4.15418, 2.15920, 3.92631], [-5.65177, 0.19792, 4.12606], [5.39878, 4.86654, 1.17825], [6.58781, 3.77536, 2.23119], [6.16126, 6.59308, 0.79201], [4.84030, 3.96027, -0.43149], [4.51109, 5.03572, 1.77313], [8.42856, 3.64542, -5.73424], [6.87494, 3.88946, -6.84509], [8.16410, 4.37774, -3.96916], [8.97894, 1.79878, -5.67056], [9.23607, 4.20248, -6.19075], [-5.57429, -6.85559, 0.28588], [-7.46214, -6.52782, 0.09045], [-5.16317, -8.73785, 0.34593], [-4.53430, -5.96147, -1.06489], [-5.27649, -6.43978, 1.24011], [-1.89064, -9.93312, -1.75288], [-0.67492, -11.03359, -0.73799], [-1.10267, -8.23649, -2.21041], [-2.56195, -10.85283, -3.30793], [-2.73977, -9.72538, -1.11489], [7.05621, 8.20073, -7.59301], [5.50372, 7.64872, -8.59430], [6.64326, 8.48633, -5.73195], [8.51920, 6.96695, -7.81418], [7.37648, 9.15060, -7.99872]], "total_charge": 0, "energy_ev": -2140642.0010, "molar_mass_da": 2790.67, "homo_energy_ev": -8.097, "spin_multiplicity": 1, "de_lowest_kcal_mol": 40.8}

---

4.
{"formula": "C31H22CrIN3PS7", "method": "the ωB97M-V functional and the def2-TZVPD basis", "species": ["Cr", "S", "C", "S", "C", "C", "N", "C", "N", "C", "S", "C", "C", "S", "S", "C", "S", "S", "H", "H", "H", "C", "C", "C", "C", "C", "C", "P", "C", "C", "C", "C", "C", "C", "C", "C", "C", "C", "C", "C", "H", "H", "H", "H", "H", "H", "H", "H", "H", "H", "H", "H", "H", "H", "H", "I", "C", "C", "C", "C", "N", "C", "H", "H", "H", "H"], "coordinates": [[0.64318, 1.20696, -0.34708], [2.32674, 0.72463, -2.37279], [3.19973, -0.08357, -1.14883], [2.67940, 0.21722, 0.48797], [4.23366, -0.97556, -1.38934], [4.83924, -1.70594, -0.33484], [5.32793, -2.33624, 0.50023], [4.67932, -1.30666, -2.69304], [5.05831, -1.63370, -3.73317], [-4.19876, 1.43420, -0.35088], [-2.91916, 1.87621, 0.86622], [-2.49705, 3.41214, 0.12914], [-1.72804, 3.52044, -0.98266], [-0.97170, 2.24483, -1.86926], [-1.56141, 5.16787, -1.58351], [-2.54296, 5.97103, -0.38559], [-2.82945, 7.58502, -0.38417], [-3.18261, 4.87951, 0.80008], [-4.63682, 0.48816, -0.05445], [-3.73115, 1.34574, -1.32977], [-4.95181, 2.21916, -0.34724], [-4.52769, -2.66482, -0.01289], [-3.95352, -2.13870, 1.13551], [-2.66336, -1.63363, 1.10001], [-1.90944, -1.67206, -0.07669], [-2.49975, -2.19680, -1.22318], [-3.79747, -2.68973, -1.19017], [-0.17535, -1.01641, -0.03704], [0.20265, -1.64177, 1.64848], [0.01027, -2.98335, 1.97583], [0.25765, -3.43168, 3.26302], [0.68615, -2.54474, 4.24009], [0.85192, -1.20408, 3.93102], [0.60056, -0.75515, 2.64372], [0.65692, -2.18863, -1.16936], [1.56005, -3.16648, -0.76583], [2.19220, -3.95977, -1.71272], [1.92053, -3.79366, -3.06030], [1.04746, -2.79730, -3.47234], [0.44398, -1.97878, -2.53424], [-5.54028, -3.04706, 0.01647], [-4.51554, -2.10676, 2.06095], [-2.23818, -1.20643, 1.99872], [-1.94456, -2.23646, -2.14889], [-4.23827, -3.09537, -2.09225], [-0.34278, -3.67415, 1.22015], [0.12128, -4.47873, 3.50347], [0.89382, -2.89778, 5.24227], [1.18905, -0.50757, 4.68795], [0.71351, 0.29509, 2.40135], [1.79278, -3.29766, 0.28173], [2.92025, -4.69414, -1.39230], [2.40869, -4.42017, -3.79496], [0.86491, -2.63809, -4.52709], [-0.17106, -1.14504, -2.85384], [0.14883, 5.95992, 3.05852], [1.15866, 4.95008, 1.51940], [2.26558, 5.52121, 0.91492], [2.88295, 4.79005, -0.08930], [2.37694, 3.55788, -0.44725], [1.30076, 3.00906, 0.13653], [0.71539, 3.70519, 1.12443], [2.62878, 6.49160, 1.22127], [3.76190, 5.17212, -0.58860], [2.83279, 2.96275, -1.22979], [-0.12651, 3.23659, 1.61618]], "total_charge": -1, "s_squared": 6.04, "energy_ev": -158636.0445, "molar_mass_da": 870.88, "homo_energy_ev": [-4.723, -4.958], "spin_multiplicity": 5, "de_lowest_kcal_mol": 6.8}

---

5.
{"formula": "C8H6CrO6", "method": "the ωB97M-V functional and the def2-TZVPD basis", "species": ["O", "C", "Cr", "O", "C", "C", "O", "C", "O", "C", "O", "C", "C", "C", "O", "H", "H", "H", "H", "H", "H"], "coordinates": [[-0.00157, 3.00456, -2.65206], [-0.00003, 1.90960, -2.27178], [0.01169, 0.02282, -1.65543], [-0.00296, -0.83472, -4.51378], [-0.00028, -0.48745, -3.40316], [0.00301, -1.82575, -1.08413], [0.00016, -2.86167, -0.54703], [-1.84082, 0.13950, -1.39729], [-2.99439, 0.06428, -1.44043], [1.87227, 0.15373, -1.41803], [3.02555, 0.06681, -1.43220], [-1.07227, 0.73951, 2.35849], [0.02735, 0.14125, 1.54151], [1.05653, -0.63563, 2.28812], [0.10951, 0.26740, 0.29029], [-0.83380, 0.53945, 3.40992], [-2.03332, 0.23369, 2.17718], [-1.16302, 1.82754, 2.25534], [0.96536, -1.70415, 2.03516], [2.07281, -0.24210, 2.12029], [0.79823, -0.51865, 3.33902]], "total_charge": 3, "s_squared": 3.79, "energy_ev": -49062.2410, "molar_mass_da": 250.13, "homo_energy_ev": [-23.769, -23.519], "spin_multiplicity": 4}

---

6.
{"formula": "C5H5F2N", "method": "the ωB97M-V functional and the def2-TZVPD basis", "species": ["N", "C", "C", "F", "C", "F", "H", "C", "C", "H", "H", "H", "H"], "coordinates": [[3.44786, 2.20386, -0.53195], [3.19552, 1.17104, -0.14838], [2.88774, -0.15656, 0.26293], [2.88994, -0.44102, 1.56226], [2.35252, -0.96991, -0.65495], [1.82029, -2.15930, -0.47417], [2.65948, -0.73427, -1.76091], [-0.48196, 0.46812, -0.13561], [-0.47646, -0.46657, 0.84514], [-0.13603, 1.53946, -0.02666], [-0.82690, 0.31365, -1.17651], [-0.93611, -1.38364, 0.77235], [0.09906, -0.29006, 1.66707]], "smiles": "N#C/C(F)=C/F.C=C", "total_charge": 0, "energy_ev": -12187.7329, "molar_mass_da": 117.10, "homo_energy_ev": -9.910, "spin_multiplicity": 1, "de_lowest_kcal_mol": 77.8}